# C2H2F2OS

A cluster of 2 separate species, C2H2F2OS in total (ωB97M-V with the def2-TZVPD basis set, the OMol25 dataset).

Positions of all 8 atoms, in Å:
1 C 0.0885 0.8053 0.2355
2 C -1.1241 -0.0077 -0.0672
3 O 0.5113 1.7402 -0.3936
4 F -1.7587 -0.7747 0.7766
5 F -1.8032 -0.0171 -1.1302
6 S 1.2752 -1.6339 -0.3545
7 H 0.5923 0.5214 1.2488
8 H 2.2188 -0.6336 -0.3153

total charge = 0
energy = -20420.504 eV
ΔE to the lowest compared entry with this formula, charge and spin = 304.60 kJ/mol
Kohn-Sham gap (alpha / beta) = 8.22 / 7.09 eV